Below is a molecular structure, C13H22AsI2 in a non-equilibrium geometry, with properties calculated with ωB97M-V with the def2-TZVPD basis set.

```
38
Properties=species:S:1:pos:R:3:nbo_charge:R:1
C 0.586 -0.175 -3.439 -0.61
C 1.105 -0.275 -1.971 -0.41
C -0.036 -0.458 -0.978 -0.49
C -1.150 0.576 -1.251 -0.64
As 0.402 -0.377 1.039 1.01
I 3.111 -0.595 0.751 -0.54
C 0.369 -2.427 1.169 -0.78
C -1.039 -3.011 1.273 -0.27
C -1.241 -4.216 0.326 -0.63
I -1.467 -3.643 3.291 0.00
C 0.441 1.676 1.043 -0.29
C 1.359 2.491 0.394 -0.18
C 1.269 3.876 0.469 -0.24
C 0.243 4.486 1.187 -0.24
C -0.682 3.688 1.844 -0.23
C -0.571 2.305 1.770 -0.24
H 1.344 -0.526 -4.135 0.20
H -0.284 -0.813 -3.579 0.19
H 0.337 0.848 -3.693 0.20
H 1.766 -1.131 -1.972 0.21
H 1.658 0.637 -1.786 0.20
H -0.471 -1.437 -1.186 0.18
H -1.738 0.769 -0.360 0.22
H -0.715 1.507 -1.600 0.20
H -1.836 0.176 -1.993 0.19
H 0.685 -0.310 2.579 -0.13
H -1.130 -0.300 1.364 -0.16
H 0.927 -2.669 2.067 0.23
H 0.912 -2.883 0.345 0.21
H -1.778 -2.269 0.993 0.21
H -1.548 -3.821 -0.639 0.21
H -2.034 -4.861 0.690 0.21
H -0.307 -4.756 0.243 0.21
H 2.162 2.050 -0.177 0.21
H 1.992 4.511 -0.021 0.20
H 0.148 5.559 1.243 0.20
H -1.499 4.112 2.406 0.20
H -1.293 1.688 2.292 0.21
```

total charge	-1
spin multiplicity	1
HOMO-LUMO gap	6.73	eV
E_HOMO	-4.153	eV



Below is a molecular structure, C5H8BrN in a non-equilibrium geometry, with properties calculated with ωB97M-V with the def2-TZVPD basis set.

```
15
Properties=species:S:1:pos:R:3:nbo_charge:R:1
C 1.572 -1.166 1.295 -0.43
C -1.229 2.058 0.000 -0.47
C 0.748 -0.174 1.005 -0.01
C -0.847 0.852 -0.125 0.42
C 0.303 -0.753 -1.496 -0.41
N 0.189 0.084 -0.287 -0.44
Br -2.955 -0.492 0.141 -0.49
H 1.850 -1.302 2.374 0.22
H 2.000 -1.841 0.600 0.21
H -2.259 2.286 0.034 0.26
H -0.444 2.948 -0.005 0.24
H 0.229 0.403 1.739 0.22
H -0.150 -1.698 -1.212 0.23
H -0.329 -0.352 -2.330 0.24
H 1.323 -0.853 -1.733 0.21
```

total charge	0
spin multiplicity	1
HOMO-LUMO gap	8.69	eV
E_HOMO	-8.810	eV



Below is C9H13NO2S in the gas phase in a non-equilibrium geometry, with properties calculated with ωB97M-V with the def2-TZVPD basis set.

```
26
Properties=species:S:1:pos:R:3:nbo_charge:R:1
C -0.957 -0.706 -1.575 -0.17
C -0.411 -1.525 -0.677 -0.24
C 2.294 -1.677 -0.009 -0.52
C 3.085 -1.413 -0.950 0.11
C -1.221 0.773 -1.426 -0.46
C 1.338 -1.526 1.149 -0.46
C 0.006 -0.889 0.665 -0.08
C -1.036 1.318 -0.018 -0.03
C -2.316 1.069 0.805 -0.60
N 0.139 0.553 0.575 -0.66
O 1.301 2.342 -0.715 -0.98
O 2.484 1.389 1.093 -0.91
S 1.601 1.039 -0.221 1.71
H -1.352 -1.183 -2.582 0.22
H -0.178 -2.620 -0.634 0.21
H 2.054 -2.532 -0.727 0.34
H -0.533 1.169 -2.049 0.23
H -2.255 1.078 -1.891 0.22
H 0.987 -2.411 1.534 0.24
H 1.868 -0.814 1.821 0.27
H -0.747 -1.032 1.360 0.21
H -0.837 2.315 0.090 0.23
H -2.789 1.964 0.947 0.21
H -1.932 0.667 1.696 0.21
H -2.900 0.410 0.326 0.20
H 2.307 2.241 1.415 0.49
```

total charge	0
spin multiplicity	1
HOMO-LUMO gap	9.58	eV
E_HOMO	-8.936	eV



Below is 4 unconnected molecules or ions with the total composition C14H29BNO6 in a non-equilibrium geometry, with properties calculated with ωB97M-V with the def2-TZVPD basis set.

```
51
Properties=species:S:1:pos:R:3:nbo_charge:R:1
C 4.797 -0.126 -5.187 -0.42
C 3.664 -0.440 -4.835 -0.16
B 2.367 -0.992 -3.961 0.56
O 2.828 -1.203 -2.556 -0.72
C 2.444 0.020 -1.933 0.08
C 2.728 0.204 -0.400 -0.64
C 0.929 0.100 -2.470 0.40
C 0.018 -1.058 -1.871 -0.46
C -1.449 -1.071 -2.504 -0.62
N 0.209 1.417 -2.390 -0.55
C -0.140 1.688 -1.244 0.86
O -0.450 1.813 -0.111 -0.56
O 1.217 -0.064 -3.874 -0.72
H 5.855 -0.148 -5.538 0.21
H 2.094 -2.117 -4.322 -0.12
H 2.958 0.857 -2.504 0.18
H 2.450 1.253 -0.067 0.20
H 2.236 -0.569 0.253 0.21
H 3.846 0.095 -0.240 0.21
H -0.026 -1.003 -0.737 0.19
H 0.441 -2.082 -2.099 0.26
H -1.902 -0.046 -2.367 0.20
H -2.078 -1.887 -2.031 0.20
H -1.425 -1.316 -3.608 0.22
C 2.539 -5.369 -1.925 -0.63
C 2.846 -4.218 -0.986 -0.07
O 1.650 -3.538 -0.630 -0.71
H 2.046 -5.003 -2.828 0.23
H 3.454 -5.895 -2.210 0.20
H 1.856 -6.083 -1.453 0.18
H 3.509 -3.498 -1.468 0.22
H 3.332 -4.579 -0.072 0.13
H 1.067 -4.173 -0.196 0.45
C -3.212 1.213 2.423 -0.65
C -3.057 -0.114 3.138 -0.06
O -2.547 -1.102 2.247 -0.73
H -3.886 1.112 1.569 0.21
H -3.608 1.974 3.096 0.23
H -2.251 1.556 2.032 0.21
H -4.022 -0.465 3.509 0.16
H -2.373 -0.020 3.988 0.15
H -1.689 -0.793 1.929 0.47
C -3.505 5.915 4.706 -0.63
C -3.346 4.583 5.413 -0.06
O -2.835 3.603 4.516 -0.72
H -4.179 5.817 3.853 0.21
H -3.903 6.673 5.385 0.21
H -2.544 6.263 4.317 0.20
H -4.310 4.229 5.782 0.17
H -2.662 4.672 6.264 0.15
H -1.979 3.916 4.200 0.47
```

total charge	-1
spin multiplicity	1
HOMO-LUMO gap	7.09	eV
E_HOMO	-4.858	eV



Below is a molecular structure, C18H17NPdS2, with properties calculated with ωB97M-V with the def2-TZVPD basis set.

```
39
Properties=species:S:1:pos:R:3:nbo_charge:R:1
Pd -1.320 0.326 0.264 0.25
S -2.504 -1.408 -3.824 0.25
C -2.178 -2.767 -2.817 -0.44
C -1.780 -2.400 -1.568 -0.28
C -1.702 -0.979 -1.336 -0.26
C -2.071 -0.336 -2.499 -0.36
C -2.075 1.098 -2.594 0.20
C -2.521 1.837 -3.701 -0.26
C -2.459 3.213 -3.675 -0.20
C -1.948 3.845 -2.540 -0.33
C -1.541 3.051 -1.482 0.06
N -1.603 1.720 -1.484 -0.46
H -2.309 -3.766 -3.210 0.20
H -1.546 -3.134 -0.806 0.21
H -2.912 1.311 -4.564 0.20
H -2.802 3.793 -4.525 0.19
H -1.873 4.923 -2.473 0.19
H -1.145 3.487 -0.572 0.20
C 1.893 -0.974 0.351 -0.76
S 2.197 0.670 -0.314 0.22
C 3.770 0.319 -1.132 -0.76
H 2.728 -1.288 0.981 0.18
H 1.733 -1.687 -0.460 0.20
H 0.975 -0.898 0.941 0.30
H 3.648 -0.442 -1.906 0.20
H 4.528 -0.019 -0.421 0.19
H 4.121 1.239 -1.604 0.20
C -1.299 -0.207 2.021 -0.47
C -1.626 -1.044 3.045 -0.15
C -1.953 -2.454 2.853 -0.34
C -2.223 -3.290 3.904 -0.20
C -2.218 -2.859 5.247 -0.47
C -1.933 -1.496 5.461 -0.21
C -1.654 -0.623 4.442 -0.34
H -1.987 -2.826 1.835 0.19
H -2.459 -4.331 3.685 0.17
H -2.445 -3.532 6.065 0.17
H -1.933 -1.111 6.481 0.17
H -1.439 0.417 4.661 0.18
```

total charge	-2
spin multiplicity	1
HOMO-LUMO gap (alpha / beta)	2.59 / 2.59	eV
E_HOMO (alpha / beta)	1.900 / 1.897	eV



Below is a molecular structure, C3H3NaO4 in a non-equilibrium geometry, with properties calculated with ωB97M-V with the def2-TZVPD basis set.

```
11
Properties=species:S:1:pos:R:3:nbo_charge:R:1
H 2.828 0.116 0.296 0.24
O 0.762 1.406 1.651 -0.60
C 1.796 -0.221 0.217 -0.84
C 0.841 0.476 0.889 0.70
H 1.583 -1.215 -0.173 0.22
O -0.476 0.126 -1.726 -0.69
C -1.281 -0.038 -0.708 0.99
O -0.787 -0.106 0.502 -0.73
O -2.504 -0.087 -0.860 -0.79
Na -3.223 -0.557 1.312 0.98
H 0.461 0.099 -1.400 0.51
```

total charge	0
spin multiplicity	1
HOMO-LUMO gap	6.28	eV
E_HOMO	-7.637	eV